{
  "formula": "C13H31AsClN2O2S",
  "method": "ωB97M-V with the def2-TZVPD basis set",
  "elements": ["As", "Cl", "S", "O", "O", "N", "N", "C", "C", "C", "C", "C", "C", "C", "C", "C", "C", "C", "C", "C", "H", "H", "H", "H", "H", "H", "H", "H", "H", "H", "H", "H", "H", "H", "H", "H", "H", "H", "H", "H", "H", "H", "H", "H", "H", "H", "H", "H", "H", "H", "H"],
  "xyz": [[-0.677, 0.411, -0.385], [5.809, -1.780, 0.510], [5.024, 0.112, 0.938], [4.038, -0.093, 2.036], [6.122, 1.044, 1.302], [-1.731, 0.458, 2.926], [-5.059, -0.505, 0.325], [3.401, 2.133, -0.253], [1.883, 2.049, -0.676], [1.126, 1.042, 0.311], [-4.719, 0.722, -0.427], [-2.405, -0.466, -1.043], [-3.538, 0.554, -1.461], [4.227, 0.828, -0.586], [0.349, -0.868, -1.648], [-2.408, 1.116, 2.032], [-1.675, 1.755, 0.782], [0.307, -2.377, -1.167], [0.798, -2.893, 1.400], [1.393, -2.738, -0.065], [-2.714, -1.235, -0.289], [1.451, -0.588, -1.700], [1.048, -3.908, 1.815], [3.439, 2.320, 0.856], [-0.741, 0.462, 2.638], [-0.693, -2.676, -0.730], [3.865, 3.001, -0.801], [1.410, 3.069, -0.574], [-0.691, 1.447, -1.559], [1.743, 1.669, -1.731], [-0.323, -2.768, 1.400], [-5.907, -0.376, 0.885], [-4.312, -0.724, 0.994], [1.101, 1.464, 1.365], [1.812, -3.747, -0.362], [-3.506, 1.232, 2.207], [-4.579, 1.595, 0.283], [-2.352, 2.456, 0.215], [-2.141, -1.042, -1.980], [-5.641, 0.985, -1.031], [-0.674, -0.653, 0.782], [-4.016, 0.235, -2.437], [1.176, -2.068, 2.072], [-3.100, 1.575, -1.680], [-0.026, -0.743, -2.711], [1.816, 0.145, 0.385], [-0.884, 2.423, 1.243], [0.422, -3.017, -2.096], [5.009, 0.952, -1.375], [2.255, -2.025, -0.019], [3.489, 0.036, -0.918]],
  "largest_force_ev_per_a": 4.68,
  "homo_ev": -3.72,
  "total_charge": -1
}